{
  "formula": "C10H26ClHoINO3P2",
  "method": "ωB97M-V/def2-TZVPD",
  "species": ["C", "C", "H", "H", "H", "O", "I", "Ho", "P", "C", "C", "H", "H", "H", "H", "H", "H", "C", "H", "H", "H", "P", "C", "C", "H", "H", "H", "C", "H", "H", "H", "H", "H", "H", "Cl", "N", "C", "C", "O", "O", "H", "H", "H", "H", "H"],
  "positions_angstrom": [[0.04003, 1.16611, -2.58107], [1.01327, 0.09146, -2.06530], [-0.86710, 0.65168, -2.88663], [0.40857, 1.78551, -3.39867], [-0.20898, 1.84290, -1.76672], [0.52793, -0.87123, -1.35335], [2.68457, 0.69629, -0.55865], [-1.83420, -0.40608, 1.49223], [-3.55230, 0.89338, 2.94187], [-4.32682, -0.08747, 4.21638], [-2.61508, 2.26608, 3.71043], [-3.38280, 2.77944, 4.31085], [-5.48675, 2.11903, 2.56309], [-2.15778, 2.91844, 2.93909], [-4.32190, 2.36856, 1.16151], [-3.54264, -0.32738, 4.96432], [-1.79909, 1.83638, 4.32469], [-4.78760, 1.64373, 1.85702], [-5.11802, 0.59577, 4.57059], [-5.27156, 0.84828, 1.25730], [-4.70880, -1.02393, 3.75570], [2.31985, -0.15125, -3.37144], [3.29636, -1.61846, -3.12405], [1.42643, -0.46386, -4.88672], [2.50370, 2.26954, -3.33154], [3.50022, 1.56153, -4.60262], [4.02258, 1.49871, -2.88553], [3.16693, 1.43752, -3.57057], [1.03563, 0.46574, -5.30448], [2.19941, -0.84439, -5.56844], [3.80253, -1.87586, -4.08039], [2.67120, -2.47005, -2.80233], [0.60927, -1.18492, -4.75266], [4.03857, -1.45076, -2.33527], [-1.26055, 1.88160, 0.69519], [2.47321, -2.41542, 1.50111], [1.63930, -2.22683, 2.73862], [0.46606, -1.49948, 2.21780], [-0.24329, -2.07915, 1.28718], [0.15493, -0.28538, 2.55392], [1.96761, -3.07455, 0.90508], [3.37046, -2.85090, 1.71553], [2.62377, -1.55085, 0.94492], [1.33161, -3.20707, 3.11441], [2.19128, -1.65237, 3.48759]],
  "atomic_forces_ev_per_a": [[0.42, 0.46, 0.80], [-1.53, -2.02, 0.51], [0.02, -0.12, -0.08], [0.03, -0.14, -0.02], [-0.10, -0.04, 0.02], [-0.08, 0.76, -1.82], [1.24, 1.09, 2.10], [2.77, 0.61, -2.51], [0.85, 0.56, -0.29], [-0.31, 0.25, 0.05], [-0.29, -0.23, 0.11], [0.67, 0.22, 0.10], [-0.18, 0.07, -0.71], [-0.54, -0.40, 0.52], [-0.22, -0.31, 0.57], [-0.76, 0.20, -0.17], [-0.54, 0.37, -0.09], [-0.26, -0.14, 0.08], [0.04, -0.93, 0.62], [-0.07, 0.53, 0.41], [-0.08, 0.67, 0.54], [-1.25, 0.23, 0.17], [0.93, -0.48, 0.06], [0.25, 0.01, -0.59], [-0.13, -0.24, 0.05], [0.03, -0.10, -0.02], [-0.21, -0.04, -0.41], [0.81, -0.23, -0.24], [-0.03, -0.12, 0.04], [-0.50, -0.07, -0.18], [-0.27, 0.12, 0.65], [-0.04, 0.52, -0.28], [0.36, 0.10, -0.03], [-0.06, -0.02, -0.33], [-0.45, -0.91, -0.02], [0.13, -1.01, 0.21], [0.86, 0.22, 0.07], [-3.03, 1.97, -1.82], [1.03, 0.34, 2.16], [0.35, -2.49, 0.35], [-0.07, 0.14, -0.33], [0.16, 0.16, 0.05], [-0.03, 0.40, -0.07], [0.20, 0.17, -0.03], [-0.10, -0.14, -0.21]],
  "relative_energy_kj_mol": 0.0,
  "spin_multiplicity": 5,
  "homo_ha": [-0.47536, -0.47537],
  "homo_lumo_gap_ev": [6.33, 6.43],
  "charge": 2,
  "lumo_ev": [-6.6, -6.5]
}



{
  "formula": "C10H16",
  "method": "ωB97M-V/def2-TZVPD",
  "species": ["C", "C", "C", "C", "C", "C", "C", "H", "H", "H", "H", "H", "H", "H", "H", "C", "C", "C", "H", "H", "H", "H", "H", "H", "H", "H"],
  "positions_angstrom": [[0.99770, -1.04049, -2.49788], [0.12789, -1.44328, -1.31000], [0.76284, -1.96411, -0.17604], [0.01971, -2.19120, 0.97085], [-1.34833, -1.97579, 0.97335], [-1.98930, -1.40755, -0.11861], [-1.22148, -1.13509, -1.24261], [1.64057, -0.19682, -2.25834], [0.34748, -0.75794, -3.32142], [1.59136, -1.93629, -2.67712], [1.82415, -2.17584, -0.21795], [0.47930, -2.46193, 1.91038], [-1.93085, -2.30209, 1.82721], [-3.01524, -1.09624, -0.00515], [-1.70015, -0.68920, -2.10970], [1.18517, 1.09795, 1.02431], [-0.22576, 1.77506, 0.97806], [-0.14339, 3.31236, 0.78284], [1.20489, 0.38642, 1.84498], [1.97684, 1.80186, 1.28448], [1.33825, 0.59599, 0.08042], [-0.63328, 1.32881, 0.07568], [-0.77452, 1.51652, 1.87902], [-0.33254, 3.83080, 1.72250], [0.83403, 3.47819, 0.34828], [-1.01533, 3.64991, 0.23246]],
  "atomic_forces_ev_per_a": [[-0.91, -0.75, 0.81], [0.71, 0.68, 0.34], [-0.54, -0.01, -0.17], [0.08, -0.06, -0.01], [-0.44, -0.10, 0.13], [0.78, -0.12, 0.43], [-0.52, 0.12, -0.49], [0.10, -0.01, 0.08], [0.25, -0.19, -0.32], [0.26, 0.30, -0.70], [0.05, 0.11, 0.14], [0.22, -0.41, -0.10], [0.05, 0.36, 0.16], [-0.23, -0.19, -0.38], [0.07, 0.08, 0.03], [-0.76, 0.63, 1.05], [1.30, 0.17, -0.38], [-0.93, -1.19, 0.77], [0.03, -0.45, -0.18], [0.08, 0.14, -0.40], [0.54, -0.06, -0.03], [-0.85, 0.00, 0.26], [-0.35, -0.11, -0.20], [0.85, 0.03, 0.26], [-0.16, 0.89, -0.24], [0.30, 0.13, -0.86]],
  "smiles": "Cc1ccccc1.CCC",
  "relative_energy_kj_mol": 75.0,
  "spin_multiplicity": 1,
  "homo_ha": -0.33174,
  "homo_lumo_gap_ev": 10.06,
  "charge": 0,
  "lumo_ev": 1.0
}



{
  "formula": "C3H5NO2",
  "method": "ωB97M-V/def2-TZVPD",
  "species": ["C", "C", "O", "C", "N", "O", "H", "H", "H", "H", "H"],
  "positions_angstrom": [[-1.68675, 0.05418, 0.09782], [-0.35542, -0.48188, -0.33555], [-0.15874, -1.61409, -0.72082], [0.82079, 0.50359, -0.22369], [1.93002, -0.07975, 0.28646], [0.70622, 1.67588, -0.53202], [-2.47313, -0.66150, -0.14382], [-1.65269, 0.20289, 1.18504], [-1.86808, 1.03080, -0.35696], [1.95471, -1.08338, 0.37815], [2.78308, 0.45327, 0.36538]],
  "atomic_forces_ev_per_a": [[-0.05, -0.04, -0.06], [-0.10, -0.35, -0.05], [-0.05, 0.45, 0.20], [0.13, 0.24, 0.08], [0.03, 0.07, -0.08], [0.02, -0.44, 0.15], [0.08, 0.11, 0.00], [0.00, 0.02, -0.15], [0.02, -0.11, 0.05], [0.04, 0.12, -0.07], [-0.13, -0.07, -0.06]],
  "smiles": "CC(=O)C(N)=O",
  "relative_energy_kj_mol": 22.6,
  "spin_multiplicity": 1,
  "homo_ha": -0.35514,
  "homo_lumo_gap_ev": 10.22,
  "charge": 0,
  "lumo_ev": 0.6
}



{
  "formula": "C24H25I2N2O2PRuS",
  "method": "ωB97M-V/def2-TZVPD",
  "species": ["Ru", "I", "C", "I", "H", "H", "O", "C", "C", "C", "C", "C", "C", "C", "P", "C", "C", "C", "C", "C", "C", "C", "C", "C", "C", "C", "C", "H", "H", "H", "H", "H", "H", "H", "H", "H", "H", "H", "H", "H", "H", "C", "C", "O", "H", "H", "H", "C", "N", "C", "N", "S", "H", "H", "H", "H", "H", "H"],
  "positions_angstrom": [[-0.15922, 1.29369, 0.82416], [3.00221, 1.65339, 0.96526], [3.17685, 3.19667, 2.30341], [-0.51907, 3.47496, 2.33600], [3.29523, 4.19505, 1.91808], [3.26084, 2.97415, 3.35447], [-3.10133, 1.56393, 0.11385], [-2.45630, 0.57237, 0.24764], [-2.83796, -0.80487, -0.01795], [-4.16947, -1.20398, -0.12383], [-4.45353, -2.54587, -0.29850], [-3.43371, -3.48252, -0.36583], [-2.10464, -3.09141, -0.26435], [-1.80291, -1.74872, -0.09073], [-0.09527, -1.14450, 0.00025], [0.46778, -0.97503, -1.71431], [1.81941, -0.69616, -1.93419], [2.28070, -0.45112, -3.21579], [1.39490, -0.47369, -4.28634], [0.05378, -0.74790, -4.07151], [-0.41438, -1.00026, -2.78873], [0.82408, -2.53463, 0.71145], [1.52519, -3.42011, -0.10879], [2.18964, -4.50482, 0.44703], [2.15537, -4.71360, 1.81693], [1.44760, -3.84237, 2.63492], [0.78418, -2.75559, 2.08918], [-4.95902, -0.46732, -0.05589], [-5.48341, -2.87108, -0.37658], [-3.67325, -4.53033, -0.49525], [-1.31821, -3.83300, -0.31809], [2.51500, -0.69051, -1.10121], [3.33014, -0.24136, -3.37903], [1.75428, -0.27891, -5.28866], [-0.63637, -0.76881, -4.90494], [-1.46399, -1.21377, -2.63092], [1.54998, -3.26303, -1.17860], [2.73152, -5.18845, -0.19443], [2.67561, -5.55918, 2.24780], [1.40970, -4.01382, 3.70305], [0.21032, -2.09967, 2.73290], [1.03730, 0.47660, 3.74653], [-0.06483, 0.52167, 2.73521], [-1.15122, 0.02974, 2.88196], [0.61981, 0.17006, 4.70459], [1.51166, 1.44971, 3.83752], [1.78627, -0.24631, 3.41673], [0.13911, 6.20068, -0.81628], [0.42902, 4.80529, -1.11708], [-0.47987, 3.85086, -1.15192], [-1.76147, 4.13858, -0.98276], [0.00495, 2.21922, -1.48400], [1.06951, 6.75932, -0.82095], [-0.31338, 6.29091, 0.17335], [-0.52286, 6.63028, -1.56985], [1.37777, 4.51720, -1.28880], [-2.05201, 5.04787, -0.66032], [-2.40206, 3.37056, -0.84586]],
  "atomic_forces_ev_per_a": [[0.08, -0.37, 0.72], [0.23, 0.08, -0.04], [-0.04, -0.02, 0.03], [0.02, 0.04, -0.14], [-0.01, -0.04, -0.05], [-0.01, -0.06, -0.05], [0.02, 0.05, 0.02], [-0.52, 0.42, -0.21], [0.17, -0.74, 0.00], [0.08, 0.10, 0.01], [-0.28, 0.00, 0.00], [0.17, -0.10, 0.00], [-0.14, -0.03, -0.03], [-0.04, 0.17, 0.02], [0.04, 0.50, 0.12], [0.06, -0.12, 0.05], [-0.05, 0.01, -0.03], [0.03, 0.00, 0.02], [0.02, 0.01, -0.01], [-0.05, -0.02, -0.03], [0.04, -0.01, 0.00], [0.14, -0.05, -0.14], [0.00, 0.02, 0.12], [0.00, 0.01, -0.06], [-0.01, 0.01, 0.02], [0.01, -0.03, 0.06], [-0.05, 0.02, -0.05], [0.01, 0.00, 0.01], [0.03, 0.03, 0.00], [0.00, 0.03, 0.00], [0.03, 0.02, 0.01], [0.01, 0.00, 0.00], [-0.02, -0.01, -0.01], [-0.01, 0.00, 0.02], [0.01, 0.00, 0.01], [0.00, 0.01, -0.01], [0.02, -0.03, -0.01], [-0.02, 0.02, 0.02], [-0.01, 0.02, 0.00], [0.00, 0.01, -0.01], [0.01, -0.04, -0.02], [-0.03, -0.03, 0.04], [0.13, -0.06, -0.09], [-0.04, 0.07, -0.10], [0.01, -0.03, 0.02], [-0.02, 0.04, -0.06], [0.00, 0.01, -0.02], [-0.01, -0.07, -0.02], [0.01, 0.27, 0.00], [-0.02, -0.19, -0.02], [-0.02, 0.13, 0.03], [0.04, 0.02, -0.09], [0.01, -0.01, 0.00], [0.01, -0.01, 0.00], [-0.01, 0.00, 0.00], [0.00, -0.03, 0.02], [-0.01, 0.00, 0.00], [-0.01, -0.02, 0.00]],
  "relative_energy_kj_mol": 43.8,
  "spin_multiplicity": 6,
  "homo_ha": [-0.35173, -0.40100],
  "homo_lumo_gap_ev": [6.60, 6.41],
  "charge": 1,
  "lumo_ev": [-3.0, -4.5]
}



{
  "formula": "C4H7NO2S",
  "method": "ωB97M-V/def2-TZVPD",
  "species": ["C", "C", "O", "C", "N", "C", "O", "S", "H", "H", "H", "H", "H", "H", "H"],
  "positions_angstrom": [[-1.90742, -0.51663, -0.92050], [-0.52399, 0.07004, -0.85792], [-0.18096, 0.72678, -1.95210], [0.37355, 0.01233, 0.22977], [0.24948, -0.60535, 1.45373], [1.58647, 0.77000, 0.12900], [2.04510, 1.42759, -0.75808], [2.50291, 0.94087, 1.65668], [-1.90143, -1.12470, -1.91476], [-2.58293, 0.22311, -0.84846], [-2.23542, -1.19665, -0.14352], [0.54496, 1.29550, -1.75736], [-0.65272, -1.07396, 1.65382], [1.03512, -1.32141, 1.52843], [1.64725, 0.37246, 2.50126]],
  "atomic_forces_ev_per_a": [[2.84, -3.60, -1.79], [1.39, -0.78, 2.93], [-2.05, -0.48, -0.82], [-1.74, 0.62, -3.40], [-0.60, -3.21, 1.58], [0.30, 0.32, 2.47], [0.12, 0.68, -2.44], [1.02, 0.29, 0.26], [-0.60, 1.32, 1.56], [-2.49, 2.81, -0.63], [0.73, -0.33, 0.36], [1.88, 0.88, 0.14], [0.88, 0.47, -0.47], [-1.63, 0.95, 0.13], [-0.05, 0.08, 0.11]],
  "smiles": "C/C(O)=C(\\N)C(=O)S",
  "relative_energy_kj_mol": 194.9,
  "spin_multiplicity": 1,
  "homo_ha": -0.30574,
  "homo_lumo_gap_ev": 8.86,
  "charge": 0,
  "lumo_ev": 0.5
}



{
  "formula": "H8O4",
  "method": "ωB97M-V/def2-TZVPD",
  "species": ["O", "H", "H", "O", "H", "H", "O", "H", "H", "O", "H", "H"],
  "positions_angstrom": [[0.45344, -0.57779, 1.04392], [0.25904, -1.14159, 1.80111], [-0.39162, -0.16280, 0.83744], [1.18640, -0.91405, -3.71795], [1.61592, -1.64031, -3.25206], [0.62714, -0.50413, -3.04849], [-4.05174, 1.87339, 0.65673], [-4.74257, 1.52562, 1.23189], [-3.98862, 2.80339, 0.90190], [2.49599, -0.39635, 1.69658], [3.30567, -0.91329, 1.61795], [2.64227, 0.15148, 2.47598]],
  "atomic_forces_ev_per_a": [[-2.20, 0.06, -0.60], [0.16, 0.06, -0.09], [-0.24, -0.12, -0.08], [-0.03, -0.07, 0.14], [-0.03, 0.08, -0.06], [0.06, -0.01, -0.05], [-0.08, 0.08, 0.16], [0.06, -0.02, -0.08], [0.04, -0.07, -0.07], [2.03, -0.10, 0.71], [0.18, 0.06, 0.06], [0.05, 0.04, -0.03]],
  "smiles": "O.O.O.O",
  "relative_energy_kj_mol": 179.2,
  "spin_multiplicity": 1,
  "homo_ha": -0.39122,
  "homo_lumo_gap_ev": 11.38,
  "charge": 0,
  "lumo_ev": 0.7
}